Entry 1:
Molecular formula: C5H13NO
Method: DFT, the ωB97M-V functional and the def2-TZVPD basis

Its SMILES is CC(N)=O.CCC. As for the total charge: 0. Its frontier orbital gap is 10.84 eV. The spin multiplicity is 1.

Last column: Mulliken charge in e.
Positions of all 20 atoms, in Å:
1 C -0.2889 1.7446 1.7471  -1.073
2 C 0.7754 0.6664 1.8259  0.722
3 N 2.0412 1.2343 1.7582  -0.406
4 O 0.6922 -0.5380 1.7320  -0.592
5 H -1.3312 1.4479 1.8423  0.306
6 H -0.1679 2.0944 0.7155  0.303
7 H -0.1306 2.5899 2.4047  0.367
8 H 2.8431 0.6825 1.5232  0.208
9 H 2.2352 2.2154 1.8495  0.166
10 C 0.3008 -0.9927 -2.0962  -0.809
11 C -1.0746 -1.6073 -2.3526  -0.170
12 C -2.2313 -0.6750 -2.0586  -1.121
13 H 0.3833 -0.6105 -1.0770  0.035
14 H 0.6068 -0.1896 -2.7701  0.335
15 H 0.9977 -1.8277 -2.2210  0.305
16 H -1.1668 -2.0380 -3.3436  0.305
17 H -1.1208 -2.4182 -1.6235  0.223
18 H -3.2554 -1.0817 -2.1755  0.331
19 H -2.2023 -0.1696 -1.0954  0.239
20 H -2.4033 0.1012 -2.8093  0.324

Forces on atoms 1 to 3 (eV/Å):
-0.470 -0.228 -0.555
1.673 0.359 -0.659
-0.105 0.389 0.291

---

Entry 2:
Molecular formula: C5H13NO
Method: DFT, the ωB97M-V functional and the def2-TZVPD basis

Its SMILES is CCC/C=C/N.O. As for the total charge: 0. Its frontier orbital gap is 9.49 eV. The spin multiplicity is 1.

Last column: Mulliken charge in e.
Positions of all 20 atoms, in Å:
1 C 1.7948 0.1514 -2.4586  -1.115
2 C 0.3536 -0.3844 -2.4819  -0.422
3 C 0.1033 -1.2631 -1.2510  -0.798
4 C 0.1963 -0.5526 0.0626  -0.189
5 C -0.4032 -1.0276 1.1610  -0.190
6 N -0.4382 -0.3723 2.4144  -0.600
7 H 1.7974 1.1784 -2.0928  0.269
8 H 2.2663 0.3032 -3.4282  0.348
9 H 2.4274 -0.4485 -1.8059  0.292
10 H -0.3423 0.4324 -2.4186  0.341
11 H 0.2578 -1.0601 -3.3308  0.316
12 H -0.8429 -1.7946 -1.3682  0.355
13 H 0.8388 -2.0482 -1.2854  0.299
14 H 1.0123 0.1317 0.2634  0.251
15 H -0.8610 -2.0135 1.1212  0.333
16 H 0.3274 0.3042 2.4222  0.265
17 H -0.1251 -1.0288 3.1233  0.259
18 O -1.3934 2.7619 2.1236  -0.659
19 H -2.2279 2.8038 2.6012  0.311
20 H -1.3825 1.8227 1.9016  0.335

Forces on atoms 1 to 3 (eV/Å):
-0.218 0.969 0.056
1.086 -0.808 0.696
-0.024 0.048 -0.300

---

Entry 3:
Molecular formula: C5H13NO
Method: DFT, the ωB97M-V functional and the def2-TZVPD basis

As for the total charge: 0. Its frontier orbital gap is 3.37 eV. The spin multiplicity is 1.

Last column: Mulliken charge in e.
Positions of all 20 atoms, in Å:
1 C 0.6410 1.3486 1.0369  -0.416
2 C -1.9633 -0.8412 0.7843  -0.488
3 C -1.4313 -0.4348 -0.3919  0.650
4 C -1.9508 0.6583 -1.0935  -0.617
5 C -0.2608 -1.1152 -0.9384  -1.298
6 N 1.7592 0.4342 1.3109  -0.576
7 H -0.2978 0.7772 1.1378  0.025
8 H 0.6495 2.1376 1.8081  0.414
9 H -2.6683 -0.1628 1.3365  0.287
10 H -1.6546 -1.7874 1.1813  0.308
11 H -2.7305 1.2236 -0.5675  0.257
12 H -1.5321 0.9845 -2.0110  0.366
13 H -0.4129 -1.9796 -1.6511  0.356
14 H 0.3555 -0.3851 -1.4461  0.385
15 H 0.3882 -1.4690 -0.1323  0.373
16 H 0.6176 1.8043 0.0406  0.194
17 H 2.1200 -0.0904 0.4362  0.284
18 H 2.5606 0.9820 1.5532  0.265
19 H 3.2945 -1.1843 -1.4981  0.153
20 O 2.5162 -0.9006 -0.8958  -0.924

Forces on atoms 1 to 3 (eV/Å):
0.626 -0.942 1.300
-1.495 1.484 1.128
-0.551 0.662 -2.295

---

Entry 4:
Molecular formula: C5H13NO
Method: DFT, the ωB97M-V functional and the def2-TZVPD basis

Its SMILES is C=NCCCC.O. As for the total charge: 0. Its frontier orbital gap is 10.91 eV. The spin multiplicity is 1.

Last column: Mulliken charge in e.
Positions of all 20 atoms, in Å:
1 C 1.6253 1.5230 1.0448  -0.309
2 N 0.8068 0.7165 0.5382  -0.422
3 C -0.5614 1.2087 0.2640  -0.825
4 C -1.2185 0.2851 -0.7601  -0.793
5 C -1.0582 -1.2098 -0.5600  -0.228
6 C -1.3191 -1.7059 0.8595  -1.194
7 H 2.6619 1.1912 1.1109  0.316
8 H 1.5107 2.5965 1.2338  0.281
9 H -1.1311 1.2499 1.1906  0.387
10 H -0.4407 2.2033 -0.1671  0.501
11 H -0.8664 0.6081 -1.7468  0.358
12 H -2.2637 0.5965 -0.8434  0.392
13 H -0.0191 -1.4311 -0.7909  0.134
14 H -1.6403 -1.7723 -1.2900  0.399
15 H -0.7895 -1.0527 1.5405  0.332
16 H -2.3735 -1.8791 1.0742  0.307
17 H -0.9325 -2.7142 0.9939  0.325
18 O 2.7848 -0.4744 -1.0473  -0.636
19 H 2.0168 0.0827 -0.8556  0.357
20 H 3.2078 -0.0221 -1.7890  0.319

Forces on atoms 1 to 3 (eV/Å):
1.279 0.143 -0.625
-0.829 0.499 0.338
0.796 -0.637 -0.244

---

Entry 5:
Molecular formula: C5H13NO
Method: DFT, the ωB97M-V functional and the def2-TZVPD basis

As for the total charge: 0. Its frontier orbital gap (alpha / beta) is 7.18 / 7.19 eV. The spin multiplicity is 1.

Last column: Mulliken charge in e.
Positions of all 20 atoms, in Å:
1 C -0.8848 -0.0873 -0.6525  0.284
2 C -1.6785 -0.6584 0.4970  -1.313
3 C -0.4284 -1.0599 -1.7056  -1.125
4 C 0.7756 1.2074 -0.0455  -0.313
5 C 1.4945 1.6085 -1.0798  -0.768
6 H -1.3047 0.8267 -1.0569  0.333
7 H 0.4452 1.7551 0.8274  0.453
8 H 0.1355 -1.8820 -1.2627  0.285
9 H -2.6365 -1.0303 0.1142  0.424
10 H -1.1462 -1.4888 0.9606  0.283
11 H -1.8841 0.0943 1.2575  0.369
12 H 0.1843 -0.5758 -2.4662  0.333
13 H -1.3056 -1.4804 -2.2105  0.391
14 H 1.9342 2.5979 -1.0538  0.253
15 H 1.7436 0.9711 -1.9161  0.209
16 N 0.9120 0.0508 2.4916  -0.441
17 O 1.3061 -0.4330 1.2410  -0.522
18 H 0.2911 0.0830 0.0570  0.463
19 H 1.7457 0.1381 3.0701  0.211
20 H 0.3007 -0.6368 2.9331  0.190

Forces on atoms 1 to 3 (eV/Å):
0.443 0.227 0.198
0.050 0.005 0.007
0.042 0.007 0.015

---

Entry 6:
Molecular formula: C5H13NO
Method: DFT, the ωB97M-V functional and the def2-TZVPD basis

Its SMILES is CCC(N)=O.CC. As for the total charge: 0. Its frontier orbital gap is 10.59 eV. The spin multiplicity is 1.

Last column: Mulliken charge in e.
Positions of all 20 atoms, in Å:
1 C -0.8644 1.4714 -1.0580  -1.137
2 C -0.9745 -0.0355 -0.7932  -0.268
3 C -1.3881 -0.4882 0.6148  0.448
4 N -1.0752 -1.7614 0.9218  -0.374
5 O -1.9122 0.2879 1.3857  -0.625
6 H -0.2471 1.9638 -0.3159  0.261
7 H -1.8274 1.9418 -1.2227  0.349
8 H -0.3130 1.5796 -1.9995  0.322
9 H -1.8403 -0.3560 -1.3943  0.277
10 H -0.1475 -0.5785 -1.2357  0.260
11 H -1.4098 -2.0004 1.8490  0.248
12 H -0.5764 -2.4342 0.3562  0.212
13 C 2.5638 -0.4241 -0.7394  -0.561
14 C 2.8092 0.9708 -0.0739  -0.858
15 H 2.1171 -0.1793 -1.6949  0.199
16 H 3.4195 -1.0912 -0.6887  0.374
17 H 1.8867 -0.9882 -0.0893  0.044
18 H 2.7555 1.8033 -0.7618  0.276
19 H 2.1079 1.0086 0.7561  0.222
20 H 3.7539 1.0381 0.4755  0.332

Forces on atoms 1 to 3 (eV/Å):
0.807 -0.595 -0.385
-1.536 -0.039 -0.490
1.397 1.430 -1.448

---

Entry 7:
Molecular formula: C5H13NO
Method: DFT, the ωB97M-V functional and the def2-TZVPD basis

Its SMILES is CC(C)(N)CCO. As for the total charge: 0. Its frontier orbital gap is 10.42 eV. The spin multiplicity is 1.

Last column: Mulliken charge in e.
Positions of all 20 atoms, in Å:
1 C -0.0105 1.5294 0.5071  -1.668
2 C -0.4074 0.2194 -0.1860  1.588
3 C -1.9401 0.1381 -0.2889  -1.819
4 N 0.1600 0.2281 -1.5466  -0.695
5 C 0.1275 -1.0230 0.5675  -0.994
6 C 1.6358 -1.0653 0.8392  -0.580
7 O 2.4232 -0.7328 -0.2957  -0.559
8 H -0.4564 2.3956 0.0035  0.424
9 H 1.0747 1.6803 0.5125  0.383
10 H -0.3513 1.5402 1.5484  0.358
11 H -2.4145 0.4382 0.6525  0.383
12 H -2.2758 -0.8789 -0.5215  0.388
13 H -2.3287 0.8000 -1.0721  0.413
14 H -0.1757 1.0515 -2.0517  0.289
15 H -0.2035 -0.5723 -2.0702  0.234
16 H -0.1298 -1.9184 -0.0158  0.389
17 H -0.3950 -1.1286 1.5273  0.367
18 H 1.9008 -0.3896 1.6579  0.263
19 H 1.9206 -2.0769 1.1461  0.356
20 H 1.8461 -0.2352 -0.9136  0.480

Forces on atoms 1 to 3 (eV/Å):
0.180 0.004 0.087
-0.411 0.087 0.121
-0.221 -0.003 0.402

---

Entry 8:
Molecular formula: C5H13NO
Method: DFT, the ωB97M-V functional and the def2-TZVPD basis

Its SMILES is C[C@@H]1CCCN1.O. As for the total charge: 0. Its frontier orbital gap is 9.04 eV. The spin multiplicity is 1.

Last column: Mulliken charge in e.
Positions of all 20 atoms, in Å:
1 C 0.3634 -1.5643 0.5100  -1.372
2 C -0.2031 -0.2276 1.0008  0.237
3 C -1.3401 0.3588 0.1764  -0.691
4 C -1.1406 1.9303 0.1955  -0.584
5 C 0.4625 2.0068 0.2611  -0.499
6 N 0.8301 0.8178 1.0302  -0.322
7 H -0.4707 -2.1870 0.3535  0.363
8 H 1.0554 -1.7392 1.4669  0.300
9 H 0.6971 -1.5497 -0.4456  0.312
10 H -0.5454 -0.4317 2.0173  0.254
11 H -1.3415 -0.0316 -0.7946  0.268
12 H -2.3690 0.0227 0.5792  0.331
13 H -1.4538 2.4002 -0.7072  0.367
14 H -1.7079 2.4119 1.0833  0.259
15 H 0.8358 2.9751 0.6823  0.334
16 H 0.9347 2.0044 -0.8927  0.160
17 H 1.2620 0.8083 1.9503  0.276
18 O 0.9130 -2.6431 -2.5008  -0.632
19 H 0.0237 -2.5255 -2.9007  0.323
20 H 1.1126 -1.7624 -2.4598  0.316

Forces on atoms 1 to 3 (eV/Å):
-0.192 1.526 4.965
0.078 0.473 -0.538
-1.981 1.061 1.920

---

Entry 9:
Molecular formula: C5H13NO
Method: DFT, the ωB97M-V functional and the def2-TZVPD basis

Its SMILES is CN1CCCC1.O. As for the total charge: 0. Its frontier orbital gap is 9.47 eV. The spin multiplicity is 1.

Last column: Mulliken charge in e.
Positions of all 20 atoms, in Å:
1 C 0.7682 1.4170 -0.7318  -0.952
2 N 0.9662 0.0710 -0.2246  -0.269
3 C 0.8062 0.0609 1.2561  -0.635
4 C 0.6582 -1.4341 1.6161  -0.544
5 C -0.0577 -2.0090 0.3902  -0.528
6 C -0.0879 -0.8984 -0.6491  -0.323
7 H 1.5118 2.0978 -0.2946  0.346
8 H 1.0343 1.3858 -1.7901  0.317
9 H -0.1813 1.9253 -0.5489  0.329
10 H -0.1631 0.5155 1.5247  0.312
11 H 1.6453 0.5194 1.7667  0.408
12 H 1.5723 -1.9932 1.8893  0.286
13 H 0.1163 -1.4024 2.5642  0.298
14 H 0.4285 -2.9634 0.0445  0.211
15 H -1.0360 -2.4196 0.6681  0.313
16 H -1.0474 -0.3571 -0.6196  0.061
17 H 0.0865 -1.2993 -1.6441  0.382
18 O -2.1829 2.1403 -2.0365  -0.651
19 H -2.3322 3.0684 -1.8491  0.316
20 H -2.5053 1.5750 -1.3315  0.323

Forces on atoms 1 to 3 (eV/Å):
1.440 0.191 -0.491
-0.805 -0.258 1.360
0.295 -1.296 -0.906

---

Entry 10:
Molecular formula: C5H13NO
Method: DFT, the ωB97M-V functional and the def2-TZVPD basis

Its SMILES is CC(N)=O.CCC. As for the total charge: 0. Its frontier orbital gap is 10.76 eV. The spin multiplicity is 1.

Last column: Mulliken charge in e.
Positions of all 20 atoms, in Å:
1 C 0.5095 -2.2508 0.6428  -0.865
2 C -0.9590 -2.0283 0.7234  0.747
3 N -1.6395 -2.4705 -0.3898  -0.412
4 O -1.4639 -1.4403 1.6527  -0.608
5 H 0.7673 -2.4554 -0.3777  0.304
6 H 1.0619 -2.9473 1.2975  0.306
7 H 1.1269 -1.3330 0.7443  0.141
8 H -2.6460 -2.4574 -0.3317  0.232
9 H -1.1548 -2.9198 -1.1391  0.189
10 C 0.5059 1.6509 -1.4877  -1.235
11 C 0.3758 1.2011 -0.0022  0.367
12 C 0.3188 2.4960 0.7982  -1.252
13 H -0.2587 2.4117 -1.7363  0.300
14 H 0.2784 0.7696 -2.0970  0.343
15 H 1.5152 2.0374 -1.6350  0.350
16 H -0.5258 0.6482 0.2574  0.099
17 H 1.3206 0.6098 0.0685  0.036
18 H 1.0925 3.2107 0.4435  0.294
19 H -0.7428 2.8860 0.7123  0.304
20 H 0.5176 2.3815 1.8559  0.362

Forces on atoms 1 to 3 (eV/Å):
2.447 0.729 -0.466
0.309 0.080 0.042
-0.195 0.416 1.084

---

Entry 11:
Molecular formula: C5H13NO
Method: DFT, the ωB97M-V functional and the def2-TZVPD basis

Its SMILES is NCCCCCO. As for the total charge: 0. Its frontier orbital gap is 10.21 eV. The spin multiplicity is 1.

Last column: Mulliken charge in e.
Positions of all 20 atoms, in Å:
1 N 2.0678 0.4995 1.3305  -0.554
2 C 1.4169 1.5835 0.6303  -0.472
3 C 0.6640 1.1313 -0.7317  -0.620
4 C -0.7255 0.7545 -0.3771  -0.641
5 C -0.7002 -0.6809 0.1626  -0.412
6 C -1.4835 -1.5567 -0.7754  -0.671
7 O -1.2639 -2.9925 -0.4036  -0.551
8 H 1.4815 -0.3032 1.5814  0.193
9 H 2.5283 0.7816 2.2004  0.224
10 H 0.6518 2.1872 1.1190  0.305
11 H 2.2600 2.1779 0.2045  0.329
12 H 0.5758 2.0173 -1.4315  0.317
13 H 1.2710 0.2324 -1.1276  0.327
14 H -1.0987 1.4411 0.4585  0.259
15 H -1.3692 0.7845 -1.2272  0.473
16 H 0.2954 -1.2144 0.1368  0.253
17 H -1.0008 -0.6276 1.2476  0.340
18 H -2.5396 -1.2226 -0.9353  0.363
19 H -0.9975 -1.4403 -1.7828  0.237
20 H -2.0333 -3.5527 -0.2793  0.300

Forces on atoms 1 to 3 (eV/Å):
-0.187 -0.898 0.956
0.562 0.055 -3.154
1.837 0.651 0.635

---

Entry 12:
Molecular formula: C5H13NO
Method: DFT, the ωB97M-V functional and the def2-TZVPD basis

Its SMILES is CC(C)[C@H](N)CO. As for the total charge: 0. Its frontier orbital gap is 9.75 eV. The spin multiplicity is 1.

Last column: Mulliken charge in e.
Positions of all 20 atoms, in Å:
1 C 1.8390 -0.4387 -0.4578  -1.369
2 C 0.7367 0.5845 -0.2247  0.639
3 C 0.1439 1.1038 -1.5220  -1.456
4 C -0.4729 0.3410 0.6707  0.003
5 N -0.0543 -0.0550 1.9772  -0.575
6 C -1.4327 -0.6597 -0.1192  -0.868
7 O -2.2193 -1.2001 0.8803  -0.575
8 H 2.3495 -0.6602 0.4888  0.413
9 H 2.6782 -0.0076 -0.9754  0.417
10 H 1.4963 -1.4068 -1.0599  0.201
11 H 1.1800 1.5260 0.3267  0.123
12 H -0.5122 1.9433 -1.1575  0.345
13 H -0.2046 0.4104 -2.2325  0.410
14 H 0.8505 1.6016 -2.2650  0.350
15 H -1.0593 1.2984 0.8215  0.396
16 H -0.6376 0.1914 2.7364  0.231
17 H 0.1961 -1.0422 2.0206  0.241
18 H -2.1471 -0.2272 -0.8109  0.300
19 H -0.9057 -1.4050 -0.5220  0.453
20 H -1.8242 -1.8981 1.4246  0.323

Forces on atoms 1 to 3 (eV/Å):
-0.610 -1.803 0.182
0.843 3.027 0.240
1.606 3.192 -0.445

---

What are the energy above the lowest of the compared OMol25 structures with the same formula, charge and spin values for these records? In order: 44.8, 147.7, 723.9, 154.3, 712.0, 58.5, 42.4, 242.9, 131.8, 66.4, 200.4, 222.1 kJ/mol.